Entry 1:
{"formula": "C5H17N2O", "method": "the ωB97M-V functional and the def2-TZVPD basis", "total_charge": 1, "lumo_ev": -3.36, "homo_ev": -11.6381, "de_lowest_kj_mol": 137.5, "symbols": ["C", "C", "C", "C", "N", "C", "N", "H", "H", "H", "H", "H", "H", "H", "H", "H", "H", "H", "H", "H", "H", "H", "H", "H", "O"], "coordinates": [[-0.5985, 1.5848, 1.2072], [-0.3070, 1.3117, -0.2494], [0.4238, 0.0666, -0.6368], [-0.3515, -1.1812, -0.2850], [-1.6133, -1.2403, -1.0005], [-1.4924, -1.2854, -2.4593], [0.6589, 1.4233, 2.0431], [-1.3322, 0.8350, 1.5638], [-1.0317, 2.5832, 1.3519], [-1.3637, 1.2422, -0.6030], [0.2281, 2.1545, -0.7197], [1.4060, 0.1751, -0.1513], [0.6674, 0.0147, -1.7140], [-0.5016, -1.3048, 0.8046], [0.1830, -2.1714, -0.3782], [-2.2970, -1.8712, -0.6237], [-2.4651, -1.5434, -2.8551], [-0.7625, -2.0094, -2.8022], [-1.2144, -0.2849, -2.8406], [1.4463, 1.8884, 1.5881], [0.7362, 0.4054, 2.0811], [0.6261, 1.8382, 2.9747], [3.2140, -0.9864, 0.4544], [3.0119, -1.0221, 2.0342], [2.7291, -0.6226, 1.2157]], "mulliken_charge": [-0.93, -0.48, -0.30, -0.74, -0.24, -0.88, -0.21, 0.41, 0.37, 0.33, 0.33, 0.18, 0.37, 0.35, 0.30, 0.25, 0.38, 0.29, 0.23, 0.33, 0.30, 0.37, 0.29, 0.28, -0.59]}

***

Entry 2:
{"formula": "C5H17N2O", "method": "the ωB97M-V functional and the def2-TZVPD basis", "total_charge": 1, "lumo_ev": -3.00, "homo_ev": -12.5128, "de_lowest_kj_mol": 237.0, "symbols": ["N", "C", "C", "C", "N", "C", "C", "H", "H", "H", "H", "H", "H", "H", "H", "H", "H", "H", "H", "H", "H", "H", "H", "H", "O"], "coordinates": [[1.3138, 0.1824, 1.2755], [0.5496, 1.4561, 1.0118], [1.2976, 2.3791, 0.0134], [-0.9057, 1.1733, 0.4283], [-1.4064, -0.1928, 0.6506], [-1.3827, -1.1094, -0.5245], [-1.1555, -2.5630, 0.0266], [2.1233, 0.1027, 1.8320], [0.5790, -0.5472, 1.5240], [1.6790, -0.2224, 0.2757], [0.3244, 1.9484, 2.0023], [1.1962, 3.4385, 0.2496], [0.9456, 2.4258, -1.0339], [2.2671, 2.1728, 0.0268], [-1.5269, 1.9785, 0.9510], [-1.1180, 1.4155, -0.6411], [-2.1471, -0.1671, 1.3338], [-2.5511, -1.1168, -0.8658], [-0.7469, -0.7566, -1.3106], [-1.5363, -2.8189, 0.9999], [-0.1389, -2.9803, -0.1262], [-1.8358, -3.1099, -0.7068], [1.5749, -1.7682, -2.2842], [1.2102, -0.4598, -2.9719], [1.3905, -0.8606, -2.1367]], "mulliken_charge": [-0.36, 0.36, -1.61, -0.79, -0.31, -0.36, -1.13, 0.35, 0.34, 0.32, 0.38, 0.40, 0.34, 0.52, 0.38, 0.36, 0.19, 0.31, 0.32, 0.35, 0.29, 0.36, 0.29, 0.29, -0.58]}

***

Entry 3:
{"formula": "C5H17N2O4", "method": "the ωB97M-V functional and the def2-TZVPD basis", "total_charge": 2, "lumo_ev": [-7.75, -11.04], "homo_ev": [-17.5366, -17.5527], "de_lowest_kj_mol": 77.3, "multiplicity": 2, "symbols": ["O", "C", "C", "C", "C", "C", "N", "N", "H", "H", "H", "H", "H", "H", "H", "H", "H", "H", "H", "H", "H", "O", "H", "H", "O", "H", "H", "O"], "coordinates": [[2.0577, 2.2739, -2.2382], [0.8697, 2.1436, -2.3868], [0.2105, 1.4116, -1.1818], [-0.2456, 0.0399, -1.7443], [-0.4140, -1.0169, -0.6873], [-1.7324, -1.2837, -0.3345], [-2.2961, -2.3278, 0.2522], [1.2082, 1.2504, -0.1055], [0.3244, 2.6808, -3.1452], [-0.7459, 1.8775, -0.9248], [0.2952, -0.4356, -2.5990], [-1.0915, 0.1204, -2.4148], [0.4275, -1.5879, -0.3645], [-2.4057, -0.4234, -0.4345], [-1.7992, -2.9825, 0.8543], [-3.1767, -2.7093, -0.0894], [1.9855, 0.5941, -0.3981], [0.7139, 0.9269, 0.7295], [1.6438, 2.1538, 0.1051], [-4.0986, -0.1190, 1.6164], [-2.6955, 0.1856, 1.3096], [-3.2390, -0.0475, 2.0658], [3.3170, -1.4677, 0.3993], [3.2285, -0.3258, 1.3198], [2.9681, -0.5685, 0.4161], [1.2731, -0.8801, 3.2629], [1.8551, 0.5353, 3.7178], [1.5620, -0.0180, 3.0001]], "mulliken_charge": [-0.41, -0.21, 0.12, -1.15, -0.43, -0.46, -0.15, -0.26, 0.43, 0.41, 0.48, 0.60, 0.54, 0.63, 0.26, 0.32, 0.46, 0.31, 0.41, 0.36, 0.31, -0.58, 0.31, 0.31, -0.65, 0.31, 0.30, -0.58]}

***

Entry 4:
{"formula": "C5H17N2OS", "method": "the ωB97M-V functional and the def2-TZVPD basis", "total_charge": 2, "lumo_ev": [-6.81, -10.93], "homo_ev": [-15.9887, -15.9618], "de_lowest_kj_mol": 11.2, "multiplicity": 2, "symbols": ["N", "C", "C", "C", "S", "C", "N", "C", "H", "H", "H", "H", "H", "H", "H", "H", "H", "H", "H", "H", "H", "H", "H", "H", "H", "O"], "coordinates": [[0.7466, 1.9931, -0.7850], [-0.1672, 0.7764, -0.8596], [-0.8529, 0.5511, 0.4697], [-2.2527, 1.2596, 0.6218], [-2.9019, 2.1174, -0.8506], [0.5751, -0.4426, -1.4406], [1.1463, -1.4060, -0.5149], [0.4884, -2.5644, -0.0234], [0.3349, 2.7468, -1.3058], [0.9854, 2.3183, 0.1622], [1.6898, 1.8285, -1.1436], [-0.9092, 1.0053, -1.6030], [-0.2667, 0.8120, 1.3517], [-1.1299, -0.4823, 0.5542], [-2.9903, 0.6041, 1.0707], [-2.2289, 2.0068, 1.4046], [-3.7822, 1.1593, -1.1742], [0.0028, -1.0170, -2.1631], [1.4198, -0.1101, -2.0466], [1.8660, -1.1010, 0.1545], [1.1820, -3.3910, 0.1145], [-0.3205, -2.8798, -0.6788], [0.1608, -2.3556, 1.0071], [3.1722, -1.1553, 2.5533], [1.7422, -1.1895, 2.9576], [2.2903, -1.0840, 2.1672]], "mulliken_charge": [-0.22, 0.11, -0.36, -1.01, -0.19, -1.27, 0.17, -0.76, 0.38, 0.39, 0.35, 0.49, 0.51, 0.17, 0.46, 0.35, 0.21, 0.39, 0.47, 0.31, 0.33, 0.36, 0.34, 0.30, 0.31, -0.60]}